1.
{
  "formula": "C17H33AsO3PtSSi2",
  "method": "ωB97M-V/def2-TZVPD",
  "symbols": ["Pt", "C", "O", "C", "C", "C", "C", "C", "C", "O", "C", "O", "C", "H", "H", "H", "H", "H", "H", "H", "H", "H", "C", "S", "C", "H", "H", "H", "H", "H", "H", "C", "Si", "C", "C", "As", "Si", "C", "C", "C", "H", "H", "H", "H", "H", "H", "H", "H", "H", "H", "H", "H", "H", "H", "H", "H", "H", "H"],
  "positions_angstrom": [[0.33209, 0.89707, 0.74503], [-3.27338, 0.07833, -3.71445], [-3.57647, -1.20320, -2.97616], [-3.36888, -1.22341, -1.60897], [-4.19428, -2.10433, -0.95903], [-4.03868, -2.40509, 0.42233], [-3.32324, -1.52043, 1.17947], [-3.23555, -1.62886, 2.72039], [-4.44294, -2.33976, 3.30410], [-2.29906, -1.19401, 3.39468], [-2.26252, -0.64736, 0.50199], [-1.52886, 0.10763, 1.24992], [-2.38332, -0.52406, -0.90960], [-3.55776, -0.12657, -4.75494], [-2.22581, 0.24807, -3.75659], [-3.78156, 0.93725, -3.19177], [-4.87053, -2.73225, -1.52883], [-4.53284, -3.33769, 0.79479], [-4.53205, -3.40547, 3.05248], [-5.41827, -1.80530, 3.07855], [-4.46160, -2.20918, 4.40490], [-1.76736, 0.31799, -1.29841], [-1.82706, 3.22813, 1.60749], [-0.58082, 3.06880, 0.29569], [0.69984, 4.19315, 0.95309], [-1.31407, 3.45794, 2.49889], [-2.40045, 2.28038, 1.55005], [-2.51821, 3.99591, 1.39872], [1.46889, 3.97803, 0.24574], [0.96729, 3.82986, 1.95769], [0.31532, 5.20434, 0.99826], [1.73125, -0.04202, -2.75466], [3.15298, 0.92208, -1.80667], [4.60780, -0.20969, -2.08361], [3.65581, 2.51168, -2.75327], [2.80400, 1.47796, 0.40210], [2.17531, -0.69587, 1.37746], [2.42129, -2.07543, 0.12872], [0.89801, -1.34003, 2.64510], [3.87217, -0.69013, 2.16023], [0.91768, -0.63770, -2.36610], [2.22447, -0.76977, -3.48144], [1.24730, 0.75475, -3.39467], [5.11978, -0.09699, -3.06659], [4.21780, -1.25533, -1.99526], [5.41963, -0.07720, -1.28367], [4.49472, 2.96648, -2.20575], [2.89285, 3.23628, -2.95573], [3.96946, 2.21084, -3.75820], [1.61057, -2.18421, -0.58592], [2.48176, -3.02863, 0.73056], [3.35548, -2.01139, -0.45204], [-0.09033, -1.72631, 2.32627], [0.74463, -0.54283, 3.41111], [1.27541, -2.20364, 3.13217], [4.23754, -1.72342, 2.52203], [3.86328, 0.09674, 3.01672], [4.63152, -0.28218, 1.43561]],
  "forces_ev_per_a": [[0.824, -0.900, 0.194], [-1.138, -1.384, 1.311], [0.626, 2.130, -0.544], [0.031, 0.203, -0.732], [-0.087, -2.002, 1.194], [-1.137, 0.208, -1.710], [4.005, 0.865, 1.662], [0.735, 0.064, -1.165], [-1.429, 1.073, 1.652], [-1.832, -0.802, -0.765], [-3.864, -1.019, -0.117], [0.991, 0.596, -0.369], [0.822, 1.222, 0.801], [-0.493, 0.276, 0.541], [1.086, 0.154, 0.351], [0.302, -0.889, -0.835], [0.160, 0.150, -0.185], [0.206, 1.345, -0.039], [0.118, 0.428, -0.047], [1.141, -0.697, -0.556], [0.602, -0.481, -0.424], [-0.399, -0.954, -0.282], [-0.343, -1.531, -1.475], [-0.112, 0.632, 0.358], [-1.118, -1.019, 0.573], [0.361, -0.318, 1.270], [0.573, 0.421, 0.699], [-0.626, 1.176, -0.483], [0.958, 0.612, -0.218], [0.086, 0.208, -0.455], [0.196, 0.195, -0.289], [0.760, 0.819, -1.798], [-0.879, -0.830, -1.795], [1.522, -0.821, 1.114], [0.038, -0.783, 0.222], [-0.869, 1.305, 0.212], [-0.700, -2.151, -0.084], [0.148, -0.800, -0.064], [-0.760, 1.173, 0.119], [1.362, 1.072, 1.598], [-0.078, 0.171, 0.913], [-0.293, 1.048, 0.720], [0.320, -0.806, 0.446], [-0.555, 0.020, 0.569], [0.582, 0.806, -0.195], [-1.022, -0.242, -1.055], [-0.200, -0.004, -0.321], [-0.565, 0.546, 0.370], [0.334, -0.164, 0.186], [-0.185, -0.094, -0.043], [-0.109, 0.861, -0.509], [-0.330, 0.067, 0.396], [0.447, 0.891, -0.293], [-0.154, -0.701, -0.414], [1.098, -0.809, 0.668], [-0.781, 1.570, -0.424], [0.244, -1.523, -1.091], [-0.622, -0.583, 0.634]],
  "lumo_ev": [0.33, -2.09],
  "homo_lumo_gap_ha": [0.283, 0.193],
  "multiplicity": 3,
  "e_tot_ev": -114980.03067,
  "s_squared": 2.011
}


2.
{
  "formula": "C17H33ClNO8PS2",
  "method": "ωB97M-V/def2-TZVPD",
  "symbols": ["O", "C", "O", "C", "C", "C", "C", "S", "C", "S", "N", "C", "C", "O", "C", "C", "C", "O", "P", "O", "Cl", "O", "H", "H", "H", "H", "H", "H", "H", "H", "H", "H", "H", "H", "H", "H", "H", "H", "H", "C", "C", "C", "O", "H", "H", "H", "H", "H", "H", "H", "H", "C", "C", "C", "O", "H", "H", "H", "H", "H", "H", "H", "H"],
  "positions_angstrom": [[6.85625, -1.16220, -0.97031], [5.93843, -0.20164, -1.26503], [4.46894, -0.45495, -1.34758], [3.95508, 0.73673, -2.06518], [2.33888, 1.00554, -2.13784], [1.40732, -0.34286, -2.06357], [0.33129, -0.27962, -0.80089], [-1.46018, -0.14398, -1.32927], [-2.17315, 1.55887, -1.01359], [-1.16578, 2.75569, -0.26394], [-3.56887, 2.00175, -1.39402], [-4.44785, 2.23388, -0.15618], [-5.69068, 3.21393, -0.69627], [-6.03578, 2.95111, -2.10647], [-5.85856, 1.53599, -2.46773], [-4.32121, 0.96204, -2.19464], [4.91259, 1.85868, -1.30004], [4.88924, 1.87712, 0.19396], [4.67313, 3.71340, -1.70198], [3.60824, 4.32560, -0.42609], [3.64184, 3.98449, -3.54066], [6.22827, 1.23454, -1.55331], [4.42663, 0.59816, -3.14547], [2.12314, 1.51530, -3.19311], [2.04148, 1.82372, -1.32889], [2.08458, -1.31507, -1.97490], [0.79097, -0.40539, -3.07586], [0.70987, 0.56492, -0.08417], [0.47201, -1.30112, -0.20115], [-4.89742, 1.21453, 0.25548], [-3.88003, 2.74834, 0.72862], [-6.59925, 3.14159, 0.04896], [-5.23884, 4.31699, -0.64126], [-6.01172, 1.47277, -3.64842], [-6.68553, 0.83207, -1.99054], [-4.46838, 0.00317, -1.50694], [-3.81774, 0.64877, -3.20366], [5.85638, 2.06308, 0.46450], [4.21912, 4.86754, 0.18209], [2.46065, 0.19165, 2.58877], [1.31291, 0.48549, 3.54169], [1.19114, -0.58890, 4.61051], [0.09492, 0.55931, 2.80530], [2.30370, -0.75943, 2.06765], [2.52852, 0.96658, 1.81771], [3.41479, 0.14411, 3.12282], [1.46880, 1.46047, 4.01600], [0.98919, -1.56777, 4.16104], [0.35342, -0.37088, 5.28162], [2.10725, -0.65991, 5.20511], [-0.05162, -0.30221, 2.38066], [-0.63554, -5.63876, 1.00062], [-1.13966, -4.20463, 1.02989], [-2.62036, -4.14454, 1.36963], [-0.92233, -3.60168, -0.24308], [-1.16123, -6.22350, 0.23743], [0.42857, -5.66733, 0.74272], [-0.77419, -6.12578, 1.97090], [-0.56930, -3.62901, 1.76691], [-3.21650, -4.67639, 0.61947], [-2.97219, -3.10729, 1.37492], [-2.81854, -4.58685, 2.35093], [-1.42507, -4.10632, -0.90383]],
  "forces_ev_per_a": [[-6.676, 7.339, -2.228], [2.790, -4.417, 1.250], [3.599, 1.346, -0.441], [0.880, 0.755, -0.039], [0.091, 0.439, -0.277], [-0.382, 0.001, -0.326], [2.376, -0.272, 0.727], [-0.667, 1.042, 0.197], [1.292, 2.523, 1.029], [-1.871, -2.277, -1.315], [1.253, -3.074, 1.229], [-1.202, 0.540, 0.203], [1.520, 0.531, 0.904], [0.776, -1.753, 1.579], [0.027, -0.477, -1.442], [-1.387, -0.871, 0.476], [-1.163, -1.873, 0.811], [1.144, 0.309, -1.716], [0.656, 2.147, 1.232], [2.168, -0.560, -1.224], [0.125, -0.733, 1.440], [-1.840, -2.697, 0.454], [-1.224, 0.811, 2.054], [0.765, -1.047, 2.370], [0.560, -1.923, -1.535], [-1.513, 2.136, -0.116], [1.372, -0.003, 2.177], [-1.289, -1.394, -1.306], [-0.922, 2.127, -1.383], [1.005, 1.853, -0.949], [-0.945, -0.888, -2.027], [1.580, -0.030, -1.644], [-1.236, -2.382, -0.355], [0.138, 0.370, 2.647], [1.779, 1.531, -0.671], [0.455, 1.649, -1.542], [-0.739, 0.900, 2.069], [-2.117, -0.497, -0.743], [-1.232, -1.230, -1.507], [0.188, 0.274, -0.140], [0.062, -0.673, -0.246], [-0.089, 0.064, 0.373], [-0.210, 0.066, -0.082], [0.004, -0.038, 0.157], [0.047, -0.035, 0.159], [-0.064, -0.028, -0.114], [-0.217, -0.062, -0.160], [0.140, 0.073, -0.064], [0.153, 0.037, -0.074], [-0.099, -0.050, -0.049], [0.088, 0.361, 0.175], [0.349, -0.110, 0.123], [-0.449, -0.520, -0.289], [-0.171, 0.273, 0.212], [0.123, 0.187, -0.226], [-0.098, 0.084, 0.119], [-0.139, 0.043, 0.105], [0.010, 0.008, -0.127], [0.007, 0.062, -0.241], [0.132, -0.087, 0.076], [0.101, -0.123, 0.055], [-0.023, 0.033, -0.119], [0.208, 0.215, 0.314]],
  "lumo_ev": -0.07,
  "homo_lumo_gap_ha": 0.304,
  "e_tot_ev": -79508.13769,
  "smiles": "O=C1O[C@@H](CCCSC(=S)N2CCOCC2)[C@](O)(P(O)Cl)O1.CC(C)O.CC(C)O"
}


3.
{
  "formula": "C17H33N2O20S2",
  "method": "ωB97M-V/def2-TZVPD",
  "symbols": ["O", "N", "O", "C", "S", "O", "O", "N", "S", "O", "O", "C", "C", "C", "C", "O", "O", "H", "H", "H", "H", "H", "H", "H", "H", "H", "C", "O", "C", "O", "O", "C", "H", "H", "H", "H", "H", "H", "C", "O", "C", "O", "O", "C", "H", "H", "H", "H", "H", "H", "C", "O", "C", "O", "O", "C", "H", "H", "H", "H", "H", "H", "C", "O", "C", "O", "O", "C", "H", "H", "H", "H", "H", "H"],
  "positions_angstrom": [[1.05422, 1.39830, -0.09771], [0.64366, 2.40913, 0.30125], [0.13553, 2.28192, 1.64628], [-1.28545, 2.28494, 1.54717], [-1.92985, 3.07081, 3.04312], [-1.06534, 2.60439, 4.10548], [-1.90332, 4.49743, 2.85587], [-3.40797, 2.51635, 3.33379], [-4.21868, 1.93918, 2.09202], [-4.13844, 2.74303, 0.88459], [-3.98544, 0.52675, 1.87938], [-5.87728, 2.11021, 2.71174], [-6.20940, 3.59093, 2.88339], [-6.69700, 4.24393, 1.57441], [-5.85709, 5.37056, 1.00985], [-6.08522, 5.81280, -0.11016], [-4.81510, 5.84682, 1.75610], [-1.57501, 2.91437, 0.71157], [-1.68201, 1.28731, 1.41046], [-5.85893, 1.65512, 3.69497], [-6.56456, 1.58274, 2.06587], [-5.31431, 4.07460, 3.25128], [-6.97484, 3.71373, 3.64322], [-6.64325, 3.48935, 0.79969], [-7.73300, 4.55166, 1.63806], [-5.15389, 6.37235, 2.48258], [-0.56783, -0.46176, 4.76288], [-1.12535, -1.73477, 4.38525], [-2.29364, -2.01231, 4.93664], [-2.89926, -1.33728, 5.72266], [-2.69682, -3.20495, 4.47423], [-3.95733, -3.62045, 4.98580], [0.37961, -0.37418, 4.24006], [-1.21462, 0.35499, 4.46008], [-0.39360, -0.42710, 5.83709], [-4.73800, -2.91593, 4.70461], [-3.92093, -3.72233, 6.06960], [-4.16655, -4.58869, 4.53852], [2.72119, -0.60747, -1.34024], [3.23504, -1.94497, -1.24851], [2.91187, -2.73064, -2.26498], [2.25771, -2.42248, -3.22442], [3.44622, -3.93459, -2.04629], [3.17166, -4.88867, -3.07133], [3.05781, -0.08457, -0.45401], [3.11317, -0.11166, -2.22657], [1.63835, -0.61676, -1.36134], [3.57898, -4.55785, -4.02494], [2.10145, -5.06050, -3.16350], [3.65803, -5.81397, -2.77726], [4.43231, 5.93040, -2.72744], [4.06125, 6.83171, -1.68607], [3.09124, 6.36717, -0.89268], [2.54833, 5.30420, -0.99687], [2.83052, 7.28479, 0.03082], [1.79512, 6.90164, 0.94965], [5.21902, 6.42205, -3.29259], [4.81163, 4.99825, -2.31327], [3.58685, 5.72918, -3.38231], [2.07826, 6.00543, 1.49614], [0.85718, 6.73592, 0.42569], [1.68160, 7.72861, 1.64338], [6.25576, -6.64802, -5.90834], [6.06122, -7.97685, -6.39949], [4.91013, -8.52960, -6.02782], [4.07008, -8.01325, -5.34374], [4.85021, -9.75420, -6.54564], [3.65422, -10.46550, -6.22151], [7.22141, -6.32228, -6.28210], [5.47950, -5.98320, -6.28124], [6.26600, -6.63793, -4.82046], [2.78051, -9.94331, -6.60549], [3.56625, -10.59922, -5.14544], [3.73614, -11.43585, -6.70154]],
  "forces_ev_per_a": [[0.210, 0.154, 0.324], [-0.451, 0.191, -0.211], [0.235, -0.562, 0.064], [0.114, 0.723, -0.367], [0.182, 0.230, 1.504], [-0.008, -0.228, -0.012], [-0.126, 0.143, -0.545], [0.465, -0.159, -1.058], [-0.511, -0.308, 0.118], [0.122, 0.289, -0.093], [0.008, -0.247, 0.057], [0.265, 0.627, 0.792], [-0.443, 0.123, -0.486], [0.820, -0.373, 0.390], [-0.640, 0.810, -1.971], [0.557, -0.705, 1.930], [-0.187, 0.062, -0.593], [-0.275, 0.089, -0.142], [-0.044, -0.301, 0.162], [-0.009, -0.370, 0.087], [-0.047, -0.191, -0.260], [0.179, 0.185, 0.103], [-0.127, -0.100, 0.211], [-0.124, -0.074, -0.347], [-0.197, 0.283, -0.042], [0.012, -0.052, 0.448], [0.058, 0.136, -0.035], [0.202, -0.005, -0.024], [0.102, 0.004, -0.173], [-0.118, 0.072, 0.229], [-0.022, -0.133, -0.029], [-0.136, -0.123, -0.030], [-0.023, -0.122, -0.081], [-0.076, 0.006, 0.088], [-0.102, -0.007, 0.023], [0.007, 0.058, 0.073], [-0.030, 0.088, 0.021], [0.088, -0.003, -0.058], [0.089, 0.047, -0.039], [0.082, 0.101, 0.107], [0.077, -0.009, 0.126], [-0.107, 0.047, -0.202], [0.064, -0.130, 0.026], [0.038, -0.215, -0.080], [0.065, -0.121, 0.095], [-0.073, -0.040, -0.056], [-0.064, -0.048, -0.086], [-0.088, 0.054, -0.033], [-0.023, 0.082, -0.064], [0.045, 0.045, 0.107], [0.116, -0.018, -0.150], [0.109, 0.059, -0.077], [-0.034, 0.214, 0.162], [-0.033, -0.332, -0.153], [0.012, 0.106, 0.065], [-0.143, 0.051, 0.192], [0.001, 0.092, 0.062], [-0.086, -0.048, 0.008], [-0.039, -0.077, 0.050], [-0.032, -0.067, -0.071], [0.019, -0.097, -0.026], [0.087, 0.066, -0.055], [0.122, 0.168, 0.008], [0.119, 0.044, -0.042], [0.131, -0.050, -0.098], [-0.201, 0.115, 0.174], [0.007, -0.118, -0.056], [-0.109, -0.178, -0.023], [0.023, -0.098, -0.057], [-0.066, -0.022, 0.062], [-0.092, 0.000, 0.014], [-0.011, 0.063, 0.072], [-0.038, 0.085, 0.021], [0.104, 0.020, -0.046]],
  "lumo_ev": 1.76,
  "homo_lumo_gap_ha": 0.280,
  "charge": -1,
  "e_tot_ev": -83762.88636
}